Formula: C8H11O3
Source: the OMol25 dataset
Level of theory: ωB97M-V/def2-TZVPD

CARTESIAN COORDINATES (ANGSTROEM)
C 0.97 -1.18 -1.79
C -0.28 -0.90 -2.18
C 1.35 -0.95 -0.39
C -1.01 0.06 -0.10
C 0.34 -0.23 0.53
C 1.12 0.99 1.09
C 0.10 -0.99 1.80
C -1.35 1.44 -0.49
O -1.01 -0.95 -3.12
O 2.39 -1.33 0.16
O -2.10 1.46 -1.71
H 1.67 -1.76 -2.33
H -1.84 -0.58 0.29
H 1.67 1.54 0.36
H 1.98 0.69 1.71
H 0.56 1.57 1.83
H -0.78 -1.64 1.76
H -0.13 -0.35 2.80
H 0.81 -1.73 2.08
H -0.43 2.26 -0.53
H -1.93 1.98 0.28
H -2.08 0.57 -2.04

The energy above the lowest of the compared OMol25 structures with the same formula, charge and spin is 2.1481 eV. The calculation puts the LUMO energy at 3.7 eV. Its multiplicity is 1. As for the net charge: -1. The calculation puts the calculated total energy at -14615.1548 eV.